Computed, not measured: 5 unconnected molecules or ions with the total composition C40H54N8O4 in a non-equilibrium geometry, with ωB97M-V/def2-TZVPD.

Output
orbital gap	0.283	hartree
LUMO energy	-0.493	Ha
net charge	+6

Bonds (Å) are listed after each position.
CARTESIAN COORDINATES (ANGSTROEM)
1 N -1.41699 -0.24999 -0.82389  O2 1.252, O3 1.263, O4 1.250
2 O -2.52707 -0.79309 -0.62342  N1 1.252
3 O -0.69870 -0.73788 -1.74123  N1 1.263
4 O -1.11224 0.74505 -0.13082  N1 1.250
5 C -2.72853 -4.23071 -3.29780  C6 1.521, H14 1.090, H15 1.093, H16 1.093
6 C -3.70972 -4.76228 -2.26470  C5 1.521, C7 1.544, N10 1.495, H17 1.090
7 C -2.97284 -5.54196 -1.15477  C6 1.544, O8 1.412, H18 1.094, H19 1.095
8 O -1.88536 -6.29122 -1.65467  C7 1.412, C9 1.429
9 C -1.48189 -7.30483 -0.73095  O8 1.429, H20 1.088, H21 1.101, H22 1.086
10 N -4.62617 -3.74196 -1.66946  C6 1.495, H11 1.026, H12 1.022, H13 1.028
11 H -4.21784 -3.05030 -1.03047  N10 1.026
12 H -5.19526 -3.28445 -2.38488  N10 1.022
13 H -5.28714 -4.28604 -1.10115  N10 1.028
14 H -1.89053 -3.66265 -2.89289  C5 1.090
15 H -3.19493 -3.76768 -4.17058  C5 1.093
16 H -2.24606 -5.08989 -3.77087  C5 1.093
17 H -4.24204 -5.53553 -2.81896  C6 1.090
18 H -3.71805 -6.26304 -0.80767  C7 1.094
19 H -2.60902 -4.86263 -0.37653  C7 1.095
20 H -2.19039 -7.96769 -0.23935  C9 1.088
21 H -0.97529 -6.70607 0.04173  C9 1.101
22 H -0.62716 -7.87301 -1.08608  C9 1.086
23 C 0.67001 2.20003 -2.58175  N24 1.456, H37 1.085, H38 1.088, H39 1.091
24 N 1.56198 2.54814 -1.48512  C23 1.456, C25 1.348, C29 1.364
25 C 2.04750 3.79296 -1.30792  N24 1.348, C26 1.378, H40 1.083
26 C 2.86296 4.09888 -0.24054  C25 1.378, C27 1.386, H41 1.084
27 C 3.20630 3.15852 0.71774  C26 1.386, C28 1.388, C30 1.489
28 C 2.70589 1.88133 0.50676  C27 1.388, C29 1.384, H42 1.083
29 C 1.85329 1.60147 -0.54707  N24 1.364, C28 1.384, H43 1.081
30 C 4.24534 3.40658 1.75441  C27 1.489, C31 1.385, C35 1.407
31 C 3.97871 3.20233 3.09847  C30 1.385, C32 1.404, H44 1.079
32 C 5.02154 3.54338 3.97404  C31 1.404, N33 1.321, H45 1.081
33 N 6.22052 3.90683 3.55495  C32 1.321, C34 1.363, C36 1.494
34 C 6.45817 4.22924 2.25175  N33 1.363, C35 1.366, H46 1.081
35 C 5.46320 3.98225 1.34917  C30 1.407, C34 1.366, H47 1.081
36 C 7.31987 4.09576 4.54837  N33 1.494, H48 1.085, H49 1.088, H50 1.089
37 H 0.77450 1.15261 -2.84502  C23 1.085
38 H 0.84601 2.87001 -3.42079  C23 1.088
39 H -0.34501 2.36082 -2.21511  C23 1.091
40 H 1.69070 4.46752 -2.07597  C25 1.083
41 H 3.26052 5.10490 -0.31303  C26 1.084
42 H 2.97572 1.08671 1.19063  C28 1.083
43 H 1.38298 0.64630 -0.73606  C29 1.081
44 H 3.11517 2.68000 3.47886  C31 1.079
45 H 4.82147 3.45021 5.03239  C32 1.081
46 H 7.43149 4.66361 2.07070  C34 1.081
47 H 5.63212 4.14773 0.29385  C35 1.081
48 H 6.90589 4.05986 5.55043  C36 1.085
49 H 7.77433 5.05260 4.30184  C36 1.088
50 H 8.06036 3.30320 4.45043  C36 1.089
51 C 1.90601 -7.13721 -1.56627  N52 1.481, H65 1.091, H66 1.086, H67 1.086
52 N 1.75706 -5.87836 -2.33200  C51 1.481, C53 1.344, C57 1.359
53 C 1.25739 -4.74691 -1.80628  N52 1.344, C54 1.361, H68 1.084
54 C 1.11660 -3.57597 -2.48639  C53 1.361, C55 1.407, H69 1.082
55 C 1.46939 -3.56284 -3.84807  C54 1.407, C56 1.394, C58 1.493
56 C 2.16173 -4.67669 -4.32110  C55 1.394, C57 1.361, H70 1.083
57 C 2.32567 -5.79509 -3.56355  N52 1.359, C56 1.361, H71 1.082
58 C 1.37232 -2.30726 -4.64958  C55 1.493, C59 1.395, C63 1.401
59 C 0.22290 -1.51689 -4.65762  C58 1.395, C60 1.379, H72 1.079
60 C 0.21867 -0.32649 -5.35430  C59 1.379, N61 1.344, H73 1.082
61 N 1.29841 0.07165 -6.04810  C60 1.344, C62 1.348, C64 1.466
62 C 2.45689 -0.61423 -5.99105  N61 1.348, C63 1.389, H74 1.081
63 C 2.52661 -1.78455 -5.24657  C58 1.401, C62 1.389, H75 1.081
64 C 1.29467 1.29143 -6.86118  N61 1.466, H76 1.095, H77 1.085, H78 1.088
65 H 2.97740 -7.33618 -1.51365  C51 1.091
66 H 1.40675 -7.93673 -2.10540  C51 1.086
67 H 1.59865 -7.01216 -0.53270  C51 1.086
68 H 1.02266 -4.72153 -0.74866  C53 1.084
69 H 1.02652 -2.58831 -2.05402  C54 1.082
70 H 2.58215 -4.65382 -5.31939  C56 1.083
71 H 2.92149 -6.65911 -3.82784  C57 1.082
72 H -0.67162 -1.88317 -4.17712  C59 1.079
73 H -0.64289 0.30856 -5.51114  C60 1.082
74 H 3.39524 -0.24227 -6.37765  C62 1.081
75 H 3.50551 -2.22759 -5.12367  C63 1.081
76 H 0.89979 1.07265 -7.85856  C64 1.095
77 H 2.29074 1.67452 -7.05879  C64 1.085
78 H 0.56961 1.99297 -6.45354  C64 1.088
79 C -4.73510 2.29808 -0.35890  N80 1.490, H93 1.084, H94 1.089, H95 1.088
80 N -4.35663 2.46627 1.07194  C79 1.490, C81 1.327, C85 1.360
81 C -3.87892 1.45027 1.78017  N80 1.327, C82 1.386, H96 1.083
82 C -3.44283 1.61136 3.08580  C81 1.386, C83 1.407, H97 1.080
83 C -3.72195 2.84169 3.70885  C82 1.407, C84 1.413, C86 1.499
84 C -4.53706 3.76973 3.02161  C83 1.413, C85 1.358, H98 1.081
85 C -4.75981 3.60768 1.69233  N80 1.360, C84 1.358, H99 1.082
86 C -3.22203 3.16309 5.08540  C83 1.499, C87 1.401, C91 1.389
87 C -1.86974 2.89643 5.33709  C86 1.401, C88 1.379, H100 1.080
88 C -1.40344 3.07382 6.62289  C87 1.379, N89 1.342, H101 1.080
89 N -2.14335 3.64602 7.58458  C88 1.342, C90 1.347, C92 1.492
90 C -3.40998 4.02532 7.32511  N89 1.347, C91 1.382, H102 1.082
91 C -3.97282 3.75602 6.09209  C86 1.389, C90 1.382, H103 1.082
92 C -1.58600 3.89823 8.94548  N89 1.492, H104 1.087, H105 1.089, H106 1.087
93 H -5.68478 2.77220 -0.57892  C79 1.084
94 H -4.85774 1.23060 -0.53537  C79 1.089
95 H -3.83715 2.59870 -0.89441  C79 1.088
96 H -3.75665 0.48687 1.30110  C81 1.083
97 H -2.75444 0.89314 3.50501  C82 1.080
98 H -4.80505 4.69751 3.50846  C84 1.081
99 H -5.16249 4.44556 1.13904  C85 1.082
100 H -1.21258 2.32861 4.69464  C87 1.080
101 H -0.38485 2.84745 6.90223  C88 1.080
102 H -3.88630 4.69698 8.02771  C90 1.082
103 H -5.02207 3.97923 5.94770  C91 1.082
104 H -1.69642 4.96787 9.10257  C92 1.087
105 H -0.52593 3.65146 8.96753  C92 1.089
106 H -2.02849 3.23547 9.68543  C92 1.087

Löwdin atomic charge list, values in e, 99 entries: atom 1 (N): -0.585, atom 2 (O): -0.063, atom 3 (O): -0.081, atom 4 (O): -0.048, atom 5 (C): -0.037, atom 6 (C): -0.299, atom 7 (C): -0.188, atom 8 (O): -0.192, atom 9 (C): -0.064, atom 10 (N): 0.252, atom 11 (H): 0.165, atom 12 (H): 0.186, atom 13 (H): 0.187, atom 14 (H): 0.064, atom 15 (H): 0.099, atom 16 (H): 0.098, atom 17 (H): 0.170, atom 18 (H): 0.143, atom 19 (H): 0.138, atom 20 (H): 0.114, atom 21 (H): 0.088, atom 22 (H): 0.071, atom 23 (C): 0.020, atom 24 (N): -0.070, atom 25 (C): 0.036, atom 26 (C): 0.052, atom 27 (C): -0.128, atom 28 (C): 0.054, atom 29 (C): 0.027, atom 30 (C): -0.130, atom 31 (C): 0.063, atom 32 (C): 0.020, atom 33 (N): -0.063, atom 34 (C): 0.058, atom 35 (C): 0.059, atom 36 (C): 0.074, atom 37 (H): 0.078, atom 38 (H): 0.108, atom 39 (H): 0.111, atom 40 (H): 0.159, atom 41 (H): 0.150, atom 42 (H): 0.142, atom 43 (H): 0.121, atom 44 (H): 0.134, atom 45 (H): 0.156, atom 46 (H): 0.167, atom 47 (H): 0.145, atom 48 (H): 0.111, atom 49 (H): 0.120, atom 50 (H): 0.126, atom 51 (C): 0.047, atom 52 (N): -0.046, atom 53 (C): 0.001, atom 54 (C): 0.036, atom 55 (C): -0.109, atom 56 (C): 0.054, atom 57 (C): 0.046, atom 58 (C): -0.109, atom 59 (C): 0.045, atom 60 (C): 0.014, atom 61 (N): -0.074, atom 62 (C): 0.038, atom 63 (C): 0.065, atom 64 (C): 0.043, atom 65 (H): 0.124, atom 66 (H): 0.119, atom 67 (H): 0.107, atom 68 (H): 0.155, atom 69 (H): 0.121, atom 70 (H): 0.151, atom 71 (H): 0.169, atom 72 (H): 0.118, atom 73 (H): 0.159, atom 74 (H): 0.162, atom 75 (H): 0.145, atom 76 (H): 0.131, atom 77 (H): 0.116, atom 78 (H): 0.106, atom 79 (C): 0.059, atom 80 (N): -0.061, atom 81 (C): 0.002, atom 82 (C): 0.063, atom 83 (C): -0.098, atom 84 (C): 0.055, atom 85 (C): 0.026, atom 86 (C): -0.117, atom 87 (C): 0.041, atom 88 (C): 0.013, atom 89 (N): -0.065, atom 90 (C): 0.050, atom 91 (C): 0.065, atom 92 (C): 0.067, atom 93 (H): 0.118, atom 94 (H): 0.098, atom 95 (H): 0.110, atom 96 (H): 0.131, atom 97 (H): 0.135, atom 98 (H): 0.145, atom 99 (H): 0.164